[1]
63
Properties=species:S:1:pos:R:3:forces:R:3 method="wB97M-V/def2-TZVPD" mol_weight_g_mol=620.78 total_charge=+1 lumo_energy_ev="-2.7 / -4.6" homo_lumo_gap_ha="0.2782 / 0.2567" homo_ha="-0.3773 / -0.4245" relative_energy_kj_mol=0.0 spin_multiplicity=5
Ru -0.04533 1.33714 -1.80565 -0.39 -0.29 -0.17
S 1.81075 -0.02627 -2.12182 0.35 0.11 -0.02
P 1.45717 -0.30454 -0.12211 0.12 -0.18 0.27
C -0.09881 0.41265 0.03142 0.09 0.19 -0.28
P -1.72221 -0.16204 -0.13555 0.05 -0.13 0.12
S -2.17846 0.34072 -2.07490 -0.18 0.10 0.08
C -1.93832 -1.92394 0.16396 -0.02 0.10 -0.12
C -2.59480 -2.39361 1.29731 0.03 -0.01 0.04
C -2.68108 -3.76060 1.52049 -0.01 0.01 0.01
C -2.12038 -4.64905 0.61587 0.00 0.00 0.00
C -1.47457 -4.17979 -0.52197 0.02 0.02 0.00
C -1.38368 -2.81842 -0.75095 -0.02 -0.02 -0.02
C -2.78318 0.71014 1.01762 0.02 -0.01 -0.01
C -4.09942 1.01036 0.67953 0.03 -0.03 0.04
C -4.91758 1.62939 1.61168 -0.02 0.00 -0.01
C -4.42387 1.94536 2.87004 -0.01 0.00 0.01
C -3.10950 1.64923 3.20462 0.02 -0.01 -0.01
C -2.28442 1.03148 2.27769 -0.02 0.04 -0.01
C 1.63820 -2.02873 0.36282 -0.07 0.07 -0.08
C 1.26033 -2.38020 1.65787 -0.02 -0.04 0.01
C 1.33852 -3.70243 2.05873 0.00 0.02 0.01
C 1.81061 -4.66745 1.17613 0.00 0.00 -0.01
C 2.19697 -4.31441 -0.10785 0.00 -0.02 0.00
C 2.10014 -2.99376 -0.52313 0.04 0.02 0.00
C 2.64562 0.61512 0.86016 -0.10 0.04 0.03
C 2.26343 1.78754 1.50539 0.00 -0.02 -0.01
C 3.19723 2.50099 2.24217 0.03 -0.01 0.00
C 4.50544 2.04636 2.32490 -0.01 0.03 0.01
C 4.88633 0.87687 1.67885 0.02 -0.03 -0.01
C 3.95805 0.15552 0.94797 -0.01 0.00 0.02
H -3.04043 -1.70309 2.00158 0.00 0.01 0.00
H -3.19554 -4.12785 2.39832 0.00 -0.01 0.00
H -2.19490 -5.71428 0.79118 0.00 0.00 0.00
H -1.04698 -4.87533 -1.23150 0.00 -0.01 0.00
H -0.89584 -2.44658 -1.64562 0.01 -0.01 0.01
H -4.47772 0.76903 -0.30606 0.00 0.00 0.00
H -5.94037 1.86861 1.35402 0.00 0.00 0.00
H -5.06591 2.43035 3.59313 0.00 0.00 0.00
H -2.72664 1.90376 4.18371 0.00 0.00 0.00
H -1.25272 0.80795 2.52349 0.00 0.00 0.01
H 0.90415 -1.62355 2.34886 -0.01 0.00 0.00
H 1.03914 -3.98064 3.06034 0.00 -0.01 0.00
H 1.87844 -5.69909 1.49549 0.00 0.00 0.00
H 2.56845 -5.06654 -0.79101 0.00 0.00 0.00
H 2.38329 -2.71853 -1.53177 -0.01 0.00 0.00
H 1.23798 2.12903 1.43081 0.01 0.01 0.01
H 2.90409 3.40878 2.75216 0.00 0.00 0.00
H 5.23360 2.60373 2.89890 0.00 0.00 0.00
H 5.90670 0.52577 1.75084 0.00 0.00 0.00
H 4.25053 -0.76347 0.45329 0.01 0.00 0.00
C -0.71246 3.94485 -2.39770 0.15 0.12 -0.04
Si 0.40676 2.97295 -3.59652 -0.08 -0.04 0.09
C -0.41082 2.55645 -5.21783 0.04 0.09 0.06
C 2.12576 3.65727 -3.75645 -0.04 -0.05 0.03
H -0.34088 4.97292 -2.34615 -0.01 0.01 -0.03
H -0.73649 3.62063 -1.34230 0.02 -0.05 -0.03
H -1.74340 3.94631 -2.74872 0.00 -0.02 -0.03
H -0.60320 3.48053 -5.77209 0.01 0.00 0.00
H -1.36086 2.04191 -5.07779 0.00 0.00 0.03
H 0.23912 1.93190 -5.83128 0.00 -0.02 0.02
H 2.10237 4.67402 -4.15644 -0.03 0.00 -0.03
H 2.71735 3.04273 -4.43624 0.02 0.00 0.01
H 2.63428 3.68583 -2.79196 -0.01 0.00 0.00


[2]
63
Properties=species:S:1:pos:R:3:forces:R:3 method="wB97M-V/def2-TZVPD" mol_weight_g_mol=654.20 total_charge=+3 lumo_energy_ev=-11.6 homo_lumo_gap_ha=0.1933 homo_ha=-0.6213
Sn -0.78491 0.78894 0.90251 0.34 -0.18 -0.53
C 2.82470 0.24434 0.49616 0.07 -0.05 -0.04
P 1.64661 1.57768 0.17698 -0.04 -0.01 0.20
C 2.11864 2.25767 -1.43603 -0.04 -0.04 -0.02
C 1.96500 2.82349 1.45195 0.09 0.08 0.02
C 3.26349 3.03749 1.90917 -0.02 0.02 -0.05
C 3.51810 3.98317 2.89416 0.02 -0.01 0.00
C 2.47876 4.72006 3.43920 -0.03 -0.01 -0.03
C 1.17828 4.51567 2.99731 0.00 0.06 -0.02
C 0.91413 3.57899 2.00131 0.10 0.00 0.09
P -0.76851 3.31206 1.44446 -0.15 -0.01 0.15
C -1.08723 4.25300 -0.06075 -0.10 0.02 -0.03
C -1.92717 3.90927 2.67977 -0.05 -0.02 0.05
H 3.84273 0.57277 0.28305 0.00 -0.01 0.02
H 2.59809 -0.59182 -0.16235 0.02 0.01 0.00
H 2.75930 -0.08859 1.53150 -0.01 0.03 0.01
H 3.02858 2.84300 -1.29325 0.02 -0.01 -0.06
H 1.34831 2.89315 -1.86651 -0.01 0.03 0.04
H 2.31937 1.43731 -2.12660 -0.02 -0.01 0.01
H 4.09331 2.46933 1.50728 -0.02 0.02 0.00
H 4.53153 4.13816 3.23983 -0.01 -0.01 -0.01
H 2.67587 5.45222 4.21097 -0.01 -0.01 -0.01
H 0.37789 5.09657 3.43661 0.01 -0.01 0.00
H -0.93373 5.31184 0.15938 0.00 0.00 -0.02
H -2.12034 4.09845 -0.37645 0.01 0.01 -0.01
H -0.42095 3.95618 -0.86761 0.03 0.00 0.00
H -1.85531 4.99593 2.75052 -0.02 0.00 0.02
H -1.72968 3.46189 3.65298 0.01 0.00 0.00
H -2.93810 3.65159 2.36269 -0.02 0.02 0.01
S -2.13046 0.90398 -1.15783 0.04 0.14 -0.08
C -3.11877 -0.54123 -0.96084 -0.12 -0.29 0.12
C -4.50073 -0.45631 -1.12006 0.09 0.03 0.04
C -5.29177 -1.56291 -0.85670 0.03 -0.16 0.04
C -4.73708 -2.77457 -0.42546 -0.15 0.10 -0.04
C -3.37317 -2.89939 -0.28296 0.05 0.12 -0.12
C -2.57072 -1.79284 -0.60449 -0.23 0.27 -0.10
As -0.72378 -1.96311 -0.62897 -0.19 -0.04 0.16
C 0.13091 -1.73937 -2.26892 0.15 0.21 0.04
C 1.52094 -1.91086 -2.33963 -0.04 -0.02 -0.19
C 2.13820 -1.83707 -3.57558 -0.01 0.01 0.04
C 1.37588 -1.58345 -4.71269 -0.02 0.00 -0.02
C -0.00487 -1.40527 -4.62888 0.00 0.00 -0.03
C -0.64072 -1.46213 -3.40416 0.14 -0.03 -0.05
C -0.06624 -3.35366 0.39864 0.09 -0.11 0.23
C 0.75098 -4.33843 -0.18655 -0.09 0.00 0.18
C 1.08092 -5.44788 0.56855 0.02 0.00 0.02
C 0.63183 -5.55852 1.88192 0.00 -0.01 0.00
C -0.16336 -4.56851 2.46166 0.03 -0.02 0.02
C -0.51436 -3.45614 1.72712 0.08 -0.12 -0.09
H -4.95215 0.48174 -1.41642 0.01 -0.01 0.03
H -6.36580 -1.48020 -0.96440 0.01 -0.01 -0.01
H -5.37839 -3.62248 -0.22593 0.00 0.02 0.00
H -2.93354 -3.84444 0.00678 0.02 0.00 0.02
H 2.10733 -2.13235 -1.45810 -0.02 -0.04 0.02
H 3.20641 -1.98818 -3.65762 -0.01 0.01 -0.01
H 1.86133 -1.52848 -5.67884 -0.01 -0.01 0.01
H -0.58347 -1.22822 -5.52551 0.01 0.00 0.00
H -1.71219 -1.32791 -3.34201 -0.02 0.01 0.03
H 1.07586 -4.26799 -1.21390 -0.02 0.01 -0.05
H 1.68246 -6.23374 0.13240 0.00 0.00 0.01
H 0.90412 -6.42973 2.46428 -0.01 0.01 -0.01
H -0.50004 -4.67243 3.48421 0.01 -0.01 -0.01
H -1.12231 -2.67774 2.17264 -0.03 0.02 -0.02


[3]
76
Properties=species:S:1:pos:R:3:forces:R:3 method="wB97M-V/def2-TZVPD" mol_weight_g_mol=1058.37 lumo_energy_ev="-0.6 / -2.9" homo_lumo_gap_ha="0.2772 / 0.1962" homo_ha="-0.2992 / -0.3010" relative_energy_kj_mol=22.3 spin_multiplicity=5
Ru -0.02707 -0.13437 -0.53633 -0.36 0.45 -0.72
Br 2.05485 3.86616 1.91730 -0.04 0.05 0.04
C 2.88403 2.40222 1.06221 0.24 0.13 0.12
C 4.28408 2.25393 1.16181 -0.13 0.05 0.01
C 4.92037 1.22804 0.53150 -0.04 -0.03 -0.05
Br 6.79844 1.07086 0.68016 0.01 -0.01 0.00
C 4.18165 0.28787 -0.23497 0.15 -0.01 0.03
C 4.72468 -0.80706 -0.94271 0.05 0.06 0.02
C 3.90542 -1.62946 -1.66105 -0.08 -0.04 -0.02
C 2.52096 -1.40038 -1.65674 0.11 0.01 0.03
N 1.98924 -0.40900 -0.98020 0.16 -0.11 0.07
C 2.79226 0.45417 -0.28798 -0.19 -0.15 -0.19
C 2.10545 1.52368 0.35540 -0.44 0.08 -0.11
O 0.79744 1.61372 0.21224 0.28 0.11 0.26
H 4.84912 2.96822 1.74341 -0.01 0.01 0.00
H 5.79160 -0.97986 -0.91019 0.01 0.01 -0.01
H 4.29700 -2.46856 -2.21750 0.01 0.01 -0.01
H 1.83669 -2.03464 -2.20316 0.00 -0.02 0.02
C -2.61781 5.31316 5.67145 -0.09 0.06 0.12
Ge -1.30806 4.63544 4.41191 0.00 -0.07 0.02
C 0.12042 3.66146 5.29136 0.11 -0.10 -0.01
C -0.71274 6.06816 3.24226 0.11 0.06 -0.07
C -2.34855 3.27755 3.37339 -0.16 -0.11 -0.14
Se -1.36261 2.34425 2.04215 0.13 -0.19 0.10
C -1.83722 3.40811 0.51986 0.02 0.00 -0.07
H -2.15285 6.01107 6.36805 0.00 0.01 0.00
H -3.05378 4.49645 6.24614 -0.01 0.01 0.02
H -3.41559 5.83558 5.14372 -0.02 0.00 0.02
H 0.98635 4.29772 5.46964 -0.01 0.02 0.02
H 0.44681 2.81815 4.68119 0.04 0.00 0.03
H -0.23305 3.27547 6.24720 0.02 -0.01 0.01
H 0.19337 6.52217 3.64480 -0.02 0.02 0.01
H -1.48127 6.83738 3.17424 -0.01 0.00 -0.04
H -0.48318 5.71291 2.23986 0.04 0.00 -0.05
H -3.23634 3.72290 2.92651 0.00 0.02 -0.01
H -2.65301 2.51888 4.09666 -0.01 -0.01 0.01
H -1.49204 4.42649 0.68833 -0.02 0.00 -0.01
H -2.91920 3.36532 0.41847 -0.01 0.01 -0.02
H -1.34824 2.96910 -0.34491 0.01 -0.01 0.07
F 0.83236 -0.88634 1.37782 -0.30 -0.12 -0.07
B 0.16121 -1.27518 2.65436 0.15 -0.11 0.12
F 0.90184 -0.68542 3.65258 0.03 0.04 0.12
F 0.16642 -2.64984 2.68453 0.01 -0.03 0.03
F -1.13277 -0.75874 2.61298 -0.12 0.10 0.00
S -3.44357 -2.35634 -3.22118 -0.21 0.05 0.02
P -1.52268 -2.33130 -3.08704 0.36 0.05 -0.13
S -0.65353 -0.41312 -2.70637 0.00 -0.44 0.19
C -0.78066 -3.61902 -2.03351 0.04 -0.03 -0.06
C -0.11636 -3.44023 -0.82911 0.14 -0.08 0.02
C 0.42303 -4.51625 -0.14114 -0.05 -0.13 -0.04
C 0.29329 -5.79712 -0.65779 0.03 0.05 0.08
C -0.39010 -5.99534 -1.84843 -0.06 0.01 -0.07
C -0.92784 -4.91501 -2.52996 -0.01 -0.05 0.00
C -0.70150 -2.60843 -4.70419 0.07 0.08 0.08
C 0.58225 -3.14418 -4.79201 0.02 -0.01 0.06
C 1.22242 -3.24336 -6.01682 -0.04 0.01 -0.02
C 0.58790 -2.79716 -7.16861 -0.01 0.00 0.04
C -0.68937 -2.26388 -7.08730 -0.03 0.00 -0.02
C -1.33315 -2.16907 -5.86146 -0.06 -0.02 0.03
H -0.02764 -2.47391 -0.36113 -0.02 0.04 -0.05
H 0.90636 -4.34356 0.81101 0.01 0.02 0.00
H 0.70753 -6.64116 -0.12218 0.00 -0.02 0.00
H -0.51336 -6.99403 -2.24600 0.00 -0.01 -0.01
H -1.47192 -5.07662 -3.45294 0.01 -0.02 -0.01
H 1.08285 -3.50396 -3.90136 -0.01 -0.01 0.01
H 2.21370 -3.67381 -6.07383 0.01 0.00 0.01
H 1.08830 -2.86786 -8.12525 0.00 -0.01 -0.02
H -1.19213 -1.92295 -7.98278 0.00 0.01 -0.01
H -2.33333 -1.75949 -5.79248 -0.01 -0.01 -0.01
Cl -4.51738 1.03218 1.41355 0.24 -0.14 -0.06
C -3.91787 -0.63102 1.07031 -0.21 0.15 0.06
C -2.62374 -0.76308 0.30711 0.31 0.27 -0.09
O -2.32020 -1.88191 -0.05236 0.02 0.15 0.06
O -1.89305 0.30375 0.09591 -0.15 -0.13 0.20
H -4.69272 -1.13617 0.50217 -0.02 -0.01 0.04
H -3.77223 -1.12432 2.02737 -0.03 0.00 0.01